This record from OMol25 describes a 2-piece molecular cluster, C3H7N2O2 overall in a non-equilibrium geometry. The level of theory is the ωB97M-V functional and the def2-TZVPD basis.

Calculated values
strongest force on any atom: 7.07 eV/Å
total charge: +1
HOMO energy: -14.498 eV
electronic energy: -10288.49544 eV
HOMO-LUMO gap: 10.2 eV

Atoms and positions in Å:
C 0.03072 -1.25521 -0.78190
C -1.06556 0.18220 2.52964
C 0.91232 1.10519 -1.08920
N -1.78699 -0.98624 0.56057
N 0.46269 -0.17412 -0.89304
O -1.98849 0.03556 1.58878
O -0.05476 -0.46063 2.58191
H -0.44121 -2.27980 -0.96429
H -1.22608 0.88505 3.31811
H 1.69343 1.20258 -0.34164
H 0.09914 1.85290 -0.92520
H 1.17870 0.93665 -2.11764
H -2.20394 -1.78611 0.97021
H -2.46183 -0.61658 -0.19882